*1*
11
Properties=species:S:1:pos:R:3:lowdin_charge:R:1 method="wB97M-V/def2-TZVPD" multiplicity=1 homo_ha=-0.2867 gap_ev=7.86 smiles="S=c1[nH]cc(S)[nH]1"
C -0.21 -0.87 0.69 -0.7825
C 1.04 -0.49 1.10 -0.1073
C 0.49 0.71 -0.72 -0.8435
H -2.29 -0.68 1.99 -0.0344
H 1.23 -0.68 2.27 0.1733
H 2.36 0.98 0.18 0.1915
H -1.40 -0.06 -0.88 0.1186
N 1.47 0.39 0.13 0.0441
N -0.54 -0.12 -0.43 0.0588
S -1.35 -1.74 1.54 0.7746
S 0.46 1.89 -2.03 0.4068

---

*2*
11
Properties=species:S:1:pos:R:3:lowdin_charge:R:1 method="wB97M-V/def2-TZVPD" multiplicity=1 homo_ha="-0.3000 / -0.3001" gap_ev="6.89 / 6.89"
C -1.57 0.49 -1.38 -0.2466
C -0.70 1.42 -1.21 0.2162
C -0.40 -1.09 -0.19 -0.3533
N -1.44 -0.86 -0.87 0.0171
N 0.62 -0.19 -0.11 -0.4890
S 1.71 -0.45 2.71 0.2577
S 2.03 -0.29 0.65 0.4346
H -2.44 0.31 -2.17 0.1540
H 0.01 2.15 -0.83 0.0720
H -0.32 -2.08 0.23 0.1196
H 2.51 0.58 3.18 -0.1824

---

*3*
11
Properties=species:S:1:pos:R:3:lowdin_charge:R:1 method="wB97M-V/def2-TZVPD" multiplicity=1 homo_ha=-0.3439 gap_ev=8.82
C -0.99 -1.28 0.51 -0.3811
C 0.36 0.85 -0.47 -0.7276
C -0.82 1.69 -0.39 -0.2331
H -1.79 -0.46 0.56 0.0587
H -0.40 -1.27 1.44 0.0534
H -1.55 -2.17 0.27 0.0258
H 2.50 -0.71 -0.52 -0.1734
N 1.53 1.36 -0.24 -0.4191
N -1.78 2.33 -0.18 0.1638
S 0.04 -0.84 -0.90 0.8532
S 2.89 0.50 -0.08 0.7793

---

*4*
11
Properties=species:S:1:pos:R:3:lowdin_charge:R:1 method="wB97M-V/def2-TZVPD" multiplicity=1 homo_ha=-0.2852 gap_ev=8.29 smiles="S=c1[nH]cc(S)[nH]1"
C 0.05 -1.00 -0.34 -0.6393
C 1.15 -0.94 0.43 -0.1102
C 0.12 1.08 0.48 -0.8851
H -1.58 -2.68 -0.54 -0.1414
H 1.93 -1.65 0.63 0.1216
H 1.67 0.64 1.75 0.1390
H -1.29 0.47 -0.89 0.1344
N 1.16 0.31 0.97 0.0595
N -0.44 0.26 -0.42 0.0419
S -0.56 -2.38 -1.35 0.7676
S -0.30 2.66 0.84 0.5120

---

It is *4* that is the most stable of them.

---

*1*
11
Properties=species:S:1:pos:R:3:lowdin_charge:R:1 method="wB97M-V/def2-TZVPD" multiplicity=1 homo_ha=-0.3366 gap_ev=8.99 smiles="N#CCC(=S)NS"
C -0.62 -0.34 0.77 -0.8977
C 0.88 -0.10 0.73 -0.2244
C 1.43 -0.55 -0.54 -0.2481
H -0.08 1.09 -1.99 -0.1367
H -2.29 -0.01 -0.36 0.1047
H 1.27 -0.73 1.53 0.1002
H 1.20 0.95 0.91 0.1262
N -1.35 0.37 -0.12 -0.4484
N 1.73 -0.87 -1.62 0.1604
S -0.84 1.67 -1.05 0.8032
S -1.34 -1.48 1.75 0.6605

---

*2*
11
Properties=species:S:1:pos:R:3:lowdin_charge:R:1 method="wB97M-V/def2-TZVPD" multiplicity=1 homo_ha=-0.3025 gap_ev=8.96
C 0.08 -0.52 -1.01 -0.1312
C -0.16 -1.77 -1.36 -0.3830
C 0.00 -0.41 0.44 -0.5827
N -0.53 -1.41 1.07 -0.3014
N 0.27 0.70 1.17 -0.4091
S -0.76 -2.68 0.03 0.9264
S -0.01 0.88 2.84 0.7501
H 0.68 0.04 -1.68 0.0950
H -0.21 -2.25 -2.34 0.0717
H 0.50 1.70 0.78 0.1377
H -1.28 0.62 2.93 -0.1735

---

It is *1* that is the most stable of them.

---

*1*
17
Properties=species:S:1:pos:R:3:lowdin_charge:R:1 method="wB97M-V/def2-TZVPD" multiplicity=1 homo_ha=-0.3205 gap_ev=8.54
C -1.74 0.55 -1.50 -0.1640
N -1.48 2.34 1.04 0.0343
O -0.65 1.36 0.83 -0.1191
O -0.65 0.48 -0.65 -0.2070
H -1.26 3.23 0.62 0.1202
H -2.44 2.10 1.25 0.1176
H -2.48 -0.25 -1.33 0.0820
H -1.36 0.46 -2.53 0.0942
H -2.26 1.52 -1.42 0.0702
C 2.28 -2.26 0.16 -0.0974
C 1.47 -1.04 0.46 -0.3322
N 1.58 -0.40 1.53 0.0875
H 0.89 0.36 1.62 0.0202
H 0.67 -0.76 -0.29 0.0921
H 3.00 -2.44 0.96 0.0663
H 2.81 -2.13 -0.79 0.0665
H 1.62 -3.12 0.05 0.0687

---

*2*
17
Properties=species:S:1:pos:R:3:lowdin_charge:R:1 method="wB97M-V/def2-TZVPD" multiplicity=1 homo_ha=-0.3301 gap_ev=9.65 smiles="CNN(C)C=O.O"
C -2.16 0.95 0.43 -0.0799
C 0.97 1.03 0.22 -0.0250
C 0.10 0.36 -1.93 -0.2893
H 1.53 -2.93 3.92 0.0432
H 1.38 -2.06 2.66 0.0466
H -2.89 0.91 -0.39 0.0789
H -1.72 1.96 0.44 0.0789
H -2.58 0.75 1.44 0.0823
H -1.50 -0.83 -0.35 0.1170
H 1.89 1.08 -0.36 0.0873
H 0.63 1.95 0.70 0.0895
H 1.15 0.35 1.04 0.0701
H -0.75 -0.08 -2.49 0.1373
N -1.10 -0.04 0.15 -0.0838
N -0.07 0.44 -0.60 -0.2173
O 1.05 -2.91 3.06 -0.0961
O 1.16 0.67 -2.54 -0.0397

---

It is *2* that is the most stable of them.

---

*1*
17
Properties=species:S:1:pos:R:3:lowdin_charge:R:1 method="wB97M-V/def2-TZVPD" multiplicity=1 homo_ha=-0.3604 gap_ev=10.58 smiles=NCCCO.O
C 1.00 1.14 1.35 -0.2409
C 0.21 -0.15 0.81 -0.1743
C -0.64 0.37 -0.31 -0.2712
O -1.57 -0.61 -0.77 -0.0984
N 1.76 0.57 2.50 -0.0343
H 0.25 1.85 1.68 0.1045
H 1.63 1.63 0.61 0.1022
H -0.38 -0.53 1.65 0.1168
H 0.89 -0.91 0.45 0.1079
H 0.05 0.66 -1.12 0.1272
H -1.22 1.25 -0.07 0.1127
H -1.62 -1.35 -0.17 0.0944
H 2.43 1.29 2.76 0.0551
H 2.39 -0.20 2.35 0.0601
H -1.49 -1.05 -2.46 0.0078
H 0.07 -1.22 -2.85 0.0277
O -0.83 -1.12 -3.18 -0.0972

---

*2*
17
Properties=species:S:1:pos:R:3:lowdin_charge:R:1 method="wB97M-V/def2-TZVPD" multiplicity=1 homo_ha=-0.3328 gap_ev=9.74 smiles=NCCCO.O
O -1.62 0.57 -2.16 -0.0848
N 1.41 -1.32 1.00 -0.0328
C -1.51 -0.50 -1.23 -0.2660
C 0.09 -1.50 0.44 -0.3638
C -0.16 -0.33 -0.41 -0.2021
H -2.05 1.22 -1.56 0.0917
H 1.40 -0.60 1.73 0.0763
H 1.71 -2.19 1.45 0.0699
H -1.45 -1.45 -1.80 0.1150
H -2.37 -0.58 -0.54 0.1165
H 0.11 -2.44 -0.14 0.1249
H -0.62 -1.62 1.27 0.1150
H 0.72 -0.29 -1.08 0.1248
H -0.21 0.64 0.13 0.1124
O 1.49 3.13 0.76 -0.0897
H 2.27 3.47 1.26 0.0472
H 0.78 3.80 0.90 0.0456

---

It is *2* that is the most stable of them.

---

*1*
17
Properties=species:S:1:pos:R:3:lowdin_charge:R:1 method="wB97M-V/def2-TZVPD" multiplicity=1 homo_ha=-0.3314 gap_ev=9.94 smiles=NCCCO.O
C 0.92 0.97 0.10 -0.2884
C -0.26 0.91 1.08 -0.1990
C -1.59 0.68 0.37 -0.2585
O -2.34 -0.36 1.00 -0.0751
N 2.25 1.20 0.74 -0.0119
H 0.80 1.88 -0.49 0.0986
H 0.84 0.11 -0.56 0.1110
H -0.17 1.79 1.72 0.1110
H -0.16 0.08 1.75 0.1022
H -1.48 0.37 -0.67 0.1154
H -2.17 1.61 0.37 0.1158
H -3.02 -0.01 1.57 0.0756
H 2.87 0.43 0.55 0.0525
H 2.08 1.36 1.73 0.0514
H -0.09 -4.21 -2.90 0.0313
H 1.13 -3.46 -3.47 0.0278
O 0.37 -3.36 -2.89 -0.0596

---

*2*
17
Properties=species:S:1:pos:R:3:lowdin_charge:R:1 method="wB97M-V/def2-TZVPD" multiplicity=1 homo_ha=-0.3603 gap_ev=10.53 smiles=CCNCO.O
C 0.21 -0.70 -1.06 -0.2908
N -0.07 -0.27 0.29 -0.0881
C -1.42 -0.68 0.68 -0.2633
O -2.39 0.29 0.31 -0.0486
C 1.15 0.31 -1.62 -0.1093
H -0.67 -0.71 -1.65 0.0995
H 0.60 -1.69 -1.03 0.1139
H -0.17 0.73 0.25 0.0892
H -1.31 -0.99 1.68 0.1113
H -1.71 -1.41 -0.06 0.1118
H -3.21 0.17 0.81 0.0936
H 1.59 -0.05 -2.55 0.0754
H 1.99 0.58 -1.01 0.0353
H 0.68 1.42 -1.67 0.1344
H 2.09 1.71 1.36 0.0670
H 1.41 0.36 1.18 0.0060
O 2.34 0.73 1.27 -0.1371

---

It is *1* that is the most stable of them.

---

*1*
17
Properties=species:S:1:pos:R:3:lowdin_charge:R:1 method="wB97M-V/def2-TZVPD" multiplicity=1 homo_ha=-0.3346 gap_ev=9.90 smiles=CNCCO.O
C 0.21 1.20 -1.33 -0.1289
N -0.09 -0.24 -1.51 -0.1266
C -0.36 -0.76 -0.16 -0.2516
C 0.98 -1.02 0.55 -0.2414
O 2.24 -0.40 0.09 -0.1699
H 1.29 1.29 -1.04 0.0865
H -0.44 1.80 -0.75 0.0530
H -0.03 1.72 -2.24 0.0620
H -0.84 -0.51 -2.21 0.1333
H -0.99 -0.12 0.55 0.0899
H -0.81 -1.82 -0.34 0.1416
H 0.93 -1.06 1.64 0.1104
H 1.27 -2.08 0.24 0.1135
H 2.40 -0.89 -0.85 0.1574
H -1.39 0.69 2.04 -0.0746
H -2.19 1.52 2.87 0.0378
O -2.18 0.68 2.44 0.0077

---

*2*
17
Properties=species:S:1:pos:R:3:lowdin_charge:R:1 method="wB97M-V/def2-TZVPD" multiplicity=1 homo_ha=-0.3421 gap_ev=10.36 smiles=CCNCO.O
C 0.28 -1.95 -0.60 -0.2758
N 0.62 -0.52 -0.77 -0.0612
C 0.98 -0.26 -2.13 -0.3045
O -0.20 0.00 -2.97 -0.0849
C -0.33 -2.11 0.82 -0.0923
H -0.47 -2.38 -1.26 0.1078
H 1.25 -2.42 -0.69 0.1086
H -0.16 0.10 -0.57 0.1127
H 1.59 0.64 -2.18 0.1109
H 1.52 -1.05 -2.65 0.1179
H 0.26 0.29 -3.76 0.0612
H -0.77 -3.11 0.79 0.0659
H 0.48 -2.10 1.55 0.0660
H -1.10 -1.36 0.99 0.0679
H -1.37 4.30 4.08 0.0353
H -1.32 4.34 5.66 0.0282
O -0.89 4.03 4.87 -0.0635

---

It is *2* that is the most stable of them.